Record 1
{
  "formula": "C21H14ClNO3",
  "method": "the ωB97M-V functional and the def2-TZVPD basis",
  "species": ["C", "C", "C", "C", "C", "C", "N", "C", "O", "C", "C", "C", "C", "C", "O", "C", "C", "C", "C", "Cl", "C", "C", "C", "C", "O", "C", "H", "H", "H", "H", "H", "H", "H", "H", "H", "H", "H", "H", "H", "H"],
  "positions_angstrom": [[-3.080, -3.742, 1.574], [-2.968, -2.735, 0.472], [-3.587, -2.946, -0.754], [-3.465, -2.027, -1.780], [-2.721, -0.875, -1.601], [-2.101, -0.660, -0.380], [-1.334, 0.524, -0.177], [-1.861, 1.705, 0.325], [-3.001, 1.872, 0.672], [-0.730, 2.666, 0.324], [-0.722, 3.997, 0.675], [0.480, 4.689, 0.538], [1.619, 4.050, 0.097], [1.621, 2.685, -0.238], [2.790, 2.174, -0.683], [3.142, 0.872, -0.407], [2.862, 0.276, 0.817], [3.303, -1.008, 1.074], [4.031, -1.686, 0.110], [4.578, -3.291, 0.432], [4.330, -1.091, -1.105], [3.886, 0.191, -1.361], [0.412, 2.001, -0.141], [0.015, 0.618, -0.504], [0.658, -0.268, -1.006], [-2.220, -1.578, 0.649], [-4.011, -4.298, 1.499], [-3.032, -3.260, 2.547], [-2.256, -4.453, 1.509], [-4.173, -3.842, -0.904], [-3.955, -2.206, -2.726], [-2.619, -0.149, -2.393], [-1.619, 4.478, 1.029], [0.525, 5.738, 0.788], [2.550, 4.587, -0.001], [2.300, 0.815, 1.567], [3.082, -1.480, 2.018], [4.899, -1.630, -1.846], [4.101, 0.673, -2.301], [-1.728, -1.387, 1.592]],
  "homo_lumo_gap_ev": 8.120,
  "smiles": "Cc1cccc(N2C(=O)c3cccc(Oc4ccc(Cl)cc4)c3C2=O)c1",
  "lumo_ev": -0.461,
  "homo_ev": -8.5811
}



Record 2
{
  "formula": "C16H14BF5MgN6O",
  "method": "the ωB97M-V functional and the def2-TZVPD basis",
  "species": ["C", "N", "N", "C", "C", "B", "N", "N", "C", "C", "C", "Mg", "N", "N", "C", "C", "C", "H", "H", "H", "H", "H", "H", "H", "H", "H", "H", "H", "C", "H", "H", "H", "F", "C", "C", "F", "C", "F", "C", "O", "C", "F", "C", "F"],
  "positions_angstrom": [[1.764, -0.967, 1.588], [0.573, -0.382, 1.322], [-0.455, -1.088, 1.869], [0.072, -2.065, 2.609], [1.464, -2.022, 2.456], [-1.974, -0.685, 1.642], [-2.244, 0.832, 1.852], [-1.408, 1.775, 1.320], [-1.883, 2.987, 1.682], [-3.013, 2.809, 2.510], [-3.204, 1.425, 2.597], [0.111, 0.971, 0.038], [-2.435, -1.099, 0.214], [-1.875, -0.540, -0.893], [-2.432, -1.158, -1.961], [-3.411, -2.094, -1.518], [-3.382, -2.007, -0.123], [-2.189, -0.973, -3.001], [-3.936, -2.506, 0.652], [-4.047, -2.740, -2.085], [-2.612, -1.313, 2.430], [-3.924, 0.816, 3.124], [-0.603, -2.669, 3.163], [-3.610, 3.559, 2.976], [2.175, -2.653, 2.888], [-1.438, 3.930, 1.380], [2.699, -0.565, 1.185], [-0.842, 1.618, -1.344], [-0.289, 2.543, -1.333], [-0.978, 3.295, -1.047], [0.507, 2.630, -0.626], [0.177, 2.585, -2.286], [6.213, -0.702, -2.377], [4.899, -0.532, -2.164], [4.048, -1.633, -2.158], [4.540, -2.870, -2.349], [2.699, -1.462, -1.953], [1.865, -2.520, -1.909], [2.161, -0.171, -1.713], [0.912, -0.050, -1.451], [3.060, 0.928, -1.738], [2.632, 2.196, -1.530], [4.398, 0.750, -1.960], [5.216, 1.815, -1.976]],
  "homo_lumo_gap_ev": [2.488, 3.135],
  "lumo_ev": [-11.547, -11.836],
  "homo_ev": [-14.0342, -14.9711],
  "charge": 2
}



Record 3
{
  "formula": "C18H20N8NdO2",
  "method": "the ωB97M-V functional and the def2-TZVPD basis",
  "species": ["Nd", "C", "C", "C", "C", "C", "C", "N", "C", "C", "C", "C", "C", "N", "C", "C", "C", "C", "C", "C", "N", "H", "H", "H", "H", "H", "H", "H", "H", "H", "H", "H", "H", "H", "H", "H", "N", "N", "C", "N", "N", "N", "O", "O", "H", "H", "H", "H", "H"],
  "positions_angstrom": [[-0.548, 0.322, -0.152], [-1.659, -0.868, 2.954], [-0.221, -1.273, 2.827], [0.355, -2.111, 3.772], [1.697, -2.420, 3.668], [2.443, -1.874, 2.630], [1.819, -1.050, 1.715], [0.493, -0.771, 1.803], [2.558, -0.399, 0.599], [3.872, -0.712, 0.295], [4.489, -0.056, -0.759], [3.790, 0.902, -1.473], [2.478, 1.178, -1.117], [1.874, 0.526, -0.104], [1.660, 2.210, -1.810], [2.217, 3.150, -2.651], [1.391, 4.106, -3.234], [0.041, 4.101, -2.946], [-0.462, 3.133, -2.086], [-1.918, 3.126, -1.734], [0.329, 2.193, -1.540], [-1.826, -0.347, 3.898], [-2.327, -1.731, 2.936], [-1.967, -0.173, 2.163], [-0.245, -2.493, 4.588], [2.171, -3.063, 4.397], [3.500, -2.083, 2.566], [4.415, -1.461, 0.850], [5.511, -0.292, -1.023], [4.261, 1.410, -2.301], [3.278, 3.169, -2.844], [1.808, 4.854, -3.895], [-0.623, 4.842, -3.369], [-2.192, 4.032, -1.192], [-2.184, 2.278, -1.088], [-2.546, 3.066, -2.623], [-3.773, -0.021, 0.209], [-4.027, -1.413, 0.172], [-3.078, -2.268, -0.234], [-3.311, -3.559, -0.293], [-1.925, -1.644, -0.600], [-0.816, -2.349, -0.946], [0.090, -1.520, -1.323], [-0.650, -3.518, -0.878], [-4.175, 0.343, 1.070], [-4.280, 0.411, -0.563], [-4.973, -1.741, 0.327], [-4.222, -3.940, -0.071], [-2.593, -4.204, -0.591]],
  "relative_energy_ev": 0.0000,
  "homo_lumo_gap_ev": [7.472, 7.491],
  "spin_multiplicity": 4,
  "lumo_ev": [-9.899, -9.880],
  "homo_ev": [-17.3712, -17.3712],
  "charge": 3
}



Record 4
{
  "formula": "C3H6O",
  "method": "the ωB97M-V functional and the def2-TZVPD basis",
  "species": ["O", "C", "C", "C", "H", "H", "H", "H", "H", "H"],
  "positions_angstrom": [[1.662, -0.428, -0.069], [0.369, -0.212, -0.579], [-0.273, 1.009, -0.002], [-0.769, -0.375, 0.376], [1.621, -1.146, 0.575], [0.237, -0.544, -1.609], [-0.966, 1.694, -0.476], [0.506, 1.536, 0.549], [-1.683, -0.740, -0.103], [-0.637, -0.846, 1.350]],
  "relative_energy_ev": 1.4099,
  "homo_lumo_gap_ev": 11.237,
  "smiles": "OC1CC1",
  "lumo_ev": 1.118,
  "homo_ev": -10.1183
}



Record 5
{
  "formula": "C44H132O44",
  "method": "the ωB97M-V functional and the def2-TZVPD basis",
  "species": ["C", "C", "O", "O", "H", "H", "H", "H", "H", "H", "C", "C", "O", "O", "H", "H", "H", "H", "H", "H", "C", "C", "O", "O", "H", "H", "H", "H", "H", "H", "C", "C", "O", "O", "H", "H", "H", "H", "H", "H", "C", "C", "O", "O", "H", "H", "H", "H", "H", "H", "C", "C", "O", "O", "H", "H", "H", "H", "H", "H", "C", "C", "O", "O", "H", "H", "H", "H", "H", "H", "C", "C", "O", "O", "H", "H", "H", "H", "H", "H", "C", "C", "O", "O", "H", "H", "H", "H", "H", "H", "C", "C", "O", "O", "H", "H", "H", "H", "H", "H", "C", "C", "O", "O", "H", "H", "H", "H", "H", "H", "C", "C", "O", "O", "H", "H", "H", "H", "H", "H", "C", "C", "O", "O", "H", "H", "H", "H", "H", "H", "C", "C", "O", "O", "H", "H", "H", "H", "H", "H", "C", "C", "O", "O", "H", "H", "H", "H", "H", "H", "C", "C", "O", "O", "H", "H", "H", "H", "H", "H", "C", "C", "O", "O", "H", "H", "H", "H", "H", "H", "C", "C", "O", "O", "H", "H", "H", "H", "H", "H", "C", "C", "O", "O", "H", "H", "H", "H", "H", "H", "C", "C", "O", "O", "H", "H", "H", "H", "H", "H", "C", "C", "O", "O", "H", "H", "H", "H", "H", "H", "C", "C", "O", "O", "H", "H", "H", "H", "H", "H"],
  "positions_angstrom": [[-19.935, -2.064, 27.215], [-19.580, -1.983, 25.678], [-19.072, -3.304, 25.280], [-20.956, -2.947, 27.554], [-19.985, -1.029, 27.555], [-19.040, -2.306, 27.788], [-18.858, -1.219, 25.389], [-20.445, -1.745, 25.060], [-18.213, -3.523, 25.647], [-21.198, -2.710, 28.453], [-10.469, -2.409, 21.555], [-9.729, -1.140, 22.007], [-10.627, -0.288, 22.770], [-10.783, -3.224, 22.678], [-10.069, -2.919, 20.678], [-11.403, -2.011, 21.158], [-9.294, -0.625, 21.150], [-8.918, -1.464, 22.659], [-10.813, -0.778, 23.575], [-10.815, -4.103, 22.292], [-14.476, 5.804, 20.695], [-13.796, 6.442, 19.486], [-14.279, 7.740, 19.202], [-15.761, 5.245, 20.406], [-14.562, 6.531, 21.502], [-13.842, 5.044, 21.149], [-13.991, 5.798, 18.629], [-12.735, 6.645, 19.636], [-15.205, 7.690, 19.451], [-16.406, 5.507, 21.066], [-13.520, 9.328, 22.384], [-14.948, 9.059, 22.857], [-15.435, 9.909, 23.866], [-12.685, 8.793, 23.311], [-13.255, 10.369, 22.198], [-13.362, 8.785, 21.453], [-15.002, 8.035, 23.228], [-15.660, 9.114, 22.034], [-16.381, 9.896, 24.024], [-12.012, 8.261, 22.880], [-15.647, -3.056, 24.151], [-15.448, -3.184, 25.712], [-16.611, -3.686, 26.370], [-15.800, -4.257, 23.478], [-14.736, -2.637, 23.725], [-16.456, -2.365, 23.915], [-15.092, -2.199, 26.012], [-14.681, -3.931, 25.913], [-16.432, -3.668, 27.313], [-15.092, -4.787, 23.851], [-10.559, 1.807, 19.825], [-11.144, 3.169, 20.167], [-11.892, 3.756, 19.058], [-11.342, 0.714, 20.176], [-9.595, 1.534, 20.252], [-10.473, 1.701, 18.744], [-10.302, 3.829, 20.375], [-11.759, 3.179, 21.067], [-12.258, 3.087, 18.474], [-11.283, 0.521, 21.114], [-9.799, 7.906, 21.560], [-10.089, 6.599, 22.318], [-11.458, 6.464, 22.641], [-9.706, 8.868, 22.604], [-10.537, 8.227, 20.824], [-8.797, 7.899, 21.131], [-9.444, 6.464, 23.187], [-9.919, 5.829, 21.566], [-11.610, 5.636, 23.104], [-9.090, 9.546, 22.317], [-16.252, 1.335, 27.770], [-17.222, 2.459, 27.844], [-18.266, 2.370, 28.852], [-16.692, 0.127, 27.025], [-15.780, 0.995, 28.692], [-15.382, 1.724, 27.240], [-17.631, 2.649, 26.852], [-16.655, 3.349, 28.115], [-17.752, 2.412, 29.662], [-16.409, 0.252, 26.116], [-9.349, -3.276, 26.520], [-9.523, -2.146, 25.525], [-10.848, -2.101, 24.980], [-9.909, -2.821, 27.726], [-8.282, -3.357, 26.726], [-9.710, -4.263, 26.231], [-8.992, -2.494, 24.639], [-9.058, -1.211, 25.840], [-10.967, -2.711, 24.249], [-10.804, -2.484, 27.638], [-16.464, -3.323, 30.316], [-16.668, -1.965, 29.731], [-15.615, -1.638, 28.775], [-16.488, -4.239, 29.189], [-17.204, -3.460, 31.105], [-15.497, -3.416, 30.810], [-16.570, -1.257, 30.554], [-17.658, -1.877, 29.283], [-15.763, -0.942, 28.129], [-16.335, -5.131, 29.510], [-14.637, 0.572, 24.271], [-14.236, 1.618, 23.162], [-14.616, 2.973, 23.396], [-15.936, 0.093, 24.250], [-14.443, 1.084, 25.213], [-13.932, -0.260, 24.276], [-14.692, 1.326, 22.216], [-13.159, 1.585, 22.996], [-15.551, 3.134, 23.251], [-16.105, -0.245, 23.367], [-10.026, 3.819, 25.066], [-11.226, 3.161, 24.405], [-12.107, 4.153, 23.928], [-10.244, 4.247, 26.409], [-9.528, 4.633, 24.538], [-9.203, 3.123, 25.232], [-11.675, 2.551, 25.190], [-10.911, 2.454, 23.638], [-12.901, 3.782, 23.537], [-11.098, 3.873, 26.636], [-15.773, 6.767, 25.809], [-14.692, 5.711, 25.436], [-14.814, 4.555, 26.083], [-16.993, 6.577, 25.190], [-15.360, 7.759, 25.628], [-15.917, 6.747, 26.890], [-13.686, 6.082, 25.633], [-14.823, 5.411, 24.397], [-15.512, 4.112, 25.595], [-17.603, 6.938, 25.837], [-14.565, -2.674, 19.918], [-14.655, -1.487, 20.848], [-15.966, -1.518, 21.588], [-15.543, -2.598, 18.902], [-14.698, -3.569, 20.525], [-13.549, -2.647, 19.524], [-14.568, -0.564, 20.275], [-13.845, -1.545, 21.575], [-16.587, -1.960, 21.004], [-15.063, -2.363, 18.104], [-16.538, 2.672, 17.811], [-17.142, 1.515, 18.684], [-16.527, 0.283, 18.290], [-17.065, 3.933, 18.150], [-16.806, 2.502, 16.768], [-15.462, 2.508, 17.756], [-18.231, 1.534, 18.740], [-16.889, 1.536, 19.744], [-17.094, -0.452, 18.536], [-16.629, 4.308, 18.919], [-20.753, 3.249, 25.545], [-20.655, 1.783, 25.935], [-20.539, 1.588, 27.365], [-19.651, 4.010, 25.851], [-21.654, 3.614, 26.039], [-21.017, 3.400, 24.498], [-19.715, 1.384, 25.554], [-21.494, 1.183, 25.582], [-19.665, 1.795, 27.704], [-19.773, 4.496, 26.671], [-17.817, 3.187, 23.061], [-18.380, 4.592, 22.640], [-17.448, 5.632, 22.682], [-17.295, 3.341, 24.403], [-17.119, 2.895, 22.278], [-18.597, 2.426, 23.058], [-19.283, 4.820, 23.206], [-18.553, 4.556, 21.565], [-17.396, 5.784, 23.628], [-18.003, 3.609, 24.995], [-10.501, 0.267, 28.924], [-10.946, 0.769, 27.470], [-11.902, -0.076, 26.852], [-9.288, -0.498, 28.877], [-11.275, -0.434, 29.236], [-10.490, 1.127, 29.594], [-10.181, 1.064, 26.753], [-11.619, 1.612, 27.623], [-11.508, -0.645, 26.187], [-9.483, -1.418, 28.685], [-13.613, 4.035, 29.191], [-12.682, 4.297, 30.439], [-11.779, 3.254, 30.784], [-12.871, 4.417, 28.017], [-14.470, 4.704, 29.271], [-13.915, 2.988, 29.154], [-13.231, 4.397, 31.375], [-12.135, 5.237, 30.374], [-10.872, 3.450, 30.536], [-13.445, 4.323, 27.254], [-19.810, -0.709, 20.808], [-19.562, -0.759, 22.321], [-20.217, 0.256, 22.956], [-19.074, -1.728, 20.249], [-19.481, 0.210, 20.322], [-20.858, -0.771, 20.517], [-18.517, -0.653, 22.612], [-19.893, -1.683, 22.794], [-20.991, -0.069, 23.422], [-19.474, -1.892, 19.392], [-17.219, -4.998, 20.175], [-18.203, -5.602, 19.241], [-18.411, -6.998, 19.474], [-17.270, -5.460, 21.490], [-17.162, -3.917, 20.050], [-16.187, -5.250, 19.928], [-17.883, -5.490, 18.205], [-19.195, -5.204, 19.456], [-18.480, -7.371, 18.592], [-16.790, -4.849, 22.053], [-13.879, 0.400, 15.883], [-12.494, 0.967, 16.396], [-12.660, 1.467, 17.740], [-14.500, -0.560, 16.701], [-13.846, -0.049, 14.891], [-14.589, 1.200, 15.672], [-12.124, 1.754, 15.739], [-11.845, 0.103, 16.538], [-12.599, 0.695, 18.307], [-15.277, -0.198, 17.133]],
  "relative_energy_ev": 5.2822,
  "homo_lumo_gap_ev": 8.605,
  "lumo_ev": -0.312,
  "homo_ev": -8.9167
}



Record 6
{
  "formula": "C5H9NO",
  "method": "the ωB97M-V functional and the def2-TZVPD basis",
  "species": ["C", "C", "C", "C", "C", "N", "O", "H", "H", "H", "H", "H", "H", "H", "H", "H"],
  "positions_angstrom": [[0.329, 0.532, 1.865], [0.709, -0.150, 0.558], [0.154, -1.543, 0.107], [-0.299, -0.925, -1.250], [0.013, 0.422, -0.649], [-0.314, 1.630, -0.834], [-1.084, 1.791, -1.982], [0.902, 0.172, 2.725], [-0.741, 0.422, 2.079], [0.521, 1.604, 1.748], [1.799, -0.132, 0.431], [0.898, -2.341, 0.031], [-0.687, -1.902, 0.708], [-1.337, -1.079, -1.559], [0.355, -1.177, -2.092], [-1.197, 2.749, -2.012]],
  "relative_energy_ev": 2.9369,
  "homo_lumo_gap_ev": 10.480,
  "smiles": "C[C@H]1CC/C1=N\\O",
  "lumo_ev": 1.085,
  "homo_ev": -9.3951
}



Record 7
{
  "formula": "C5H10NOP",
  "method": "the ωB97M-V functional and the def2-TZVPD basis",
  "species": ["C", "C", "C", "N", "C", "O", "H", "H", "H", "H", "H", "H", "H", "C", "P", "H", "H", "H"],
  "positions_angstrom": [[-2.212, 0.477, 0.164], [-1.315, -0.736, 0.476], [-1.014, -1.715, -0.667], [0.319, -2.174, -0.598], [1.414, -2.028, -0.158], [2.570, -2.198, 0.011], [-2.026, 0.843, -0.958], [-3.294, 0.234, 0.245], [-1.858, 1.381, 0.660], [-1.754, -1.100, 1.429], [-0.370, -0.179, 0.805], [-1.782, -2.535, -0.788], [-1.185, -1.107, -1.704], [2.486, 2.681, 0.333], [1.838, 1.159, 0.383], [1.993, 3.533, 0.812], [3.505, 3.002, 0.076], [2.684, 0.463, -0.521]],
  "relative_energy_ev": 2.8138,
  "homo_lumo_gap_ev": 9.579,
  "smiles": "CCCN=C=O.C=P",
  "lumo_ev": -0.050,
  "homo_ev": -9.6284
}



Record 8
{
  "formula": "C6H14NO",
  "method": "the ωB97M-V functional and the def2-TZVPD basis",
  "species": ["C", "N", "C", "C", "C", "O", "C", "C", "H", "H", "H", "H", "H", "H", "H", "H", "H", "H", "H", "H", "H", "H"],
  "positions_angstrom": [[1.911, 0.000, -0.624], [0.477, -0.008, -0.847], [-0.414, 0.353, 0.291], [-1.836, 0.172, -0.294], [-2.576, 1.506, 0.219], [-2.620, 1.614, 1.538], [-0.144, -0.389, 1.599], [2.562, -1.319, -1.038], [2.151, 0.214, 0.405], [2.434, 0.802, -1.212], [0.233, -0.845, -1.359], [-0.178, 1.409, 0.527], [-2.328, -0.682, 0.199], [-1.915, 0.089, -1.363], [-3.615, 1.347, -0.163], [-2.035, 2.351, -0.231], [0.128, -1.433, 1.483], [0.636, 0.156, 2.151], [-0.971, -0.202, 2.280], [2.208, -2.211, -0.519], [3.662, -1.431, -0.951], [2.227, -1.493, -2.090]],
  "relative_energy_ev": 1.1032,
  "homo_lumo_gap_ev": [9.685, 7.115],
  "spin_multiplicity": 2,
  "lumo_ev": [1.090, -1.479],
  "homo_ev": [-8.5950, -8.5943]
}